C3H3ClO | ωB97M-V/def2-TZVPD

Each line ends with the Löwdin charge.
CARTESIAN COORDINATES (ANGSTROEM)
Cl (-0.676, -1.603, -1.393)  0.525
O (0.322, 0.139, 2.032)  0.034
C (-0.244, 0.134, 0.679)  -0.250
C (0.077, -0.128, -0.763)  -0.580
C (0.896, 0.937, 1.273)  -0.042
H (1.014, -0.672, -0.956)  0.039
H (-0.140, 0.590, -1.670)  0.133
H (-1.249, 0.603, 0.798)  0.140

Summary:
- gap between HOMO and LUMO (alpha / beta) (hartree) = 0.2847 / 0.3098
- total charge = 0
- ΔE to the lowest compared entry with this formula, charge and spin (kcal/mol) = 65.7
- expectation value of S² = 2.0130
- molar mass (g/mol) = 90.509
- spin multiplicity = 3
- DFT total energy (eV) = -17721.1078